# 1
C21H14CaN4OS3 as an isolated structure, computed with ωB97M-V/def2-TZVPD.

CARTESIAN COORDINATES (ANGSTROEM)
Ca (0.21101, 0.14838, 0.02212)
C (3.26814, -12.81547, 4.14534)
O (2.63727, -11.82319, 4.93780)
C (2.39299, -10.62467, 4.36735)
C (1.77243, -9.67885, 5.18500)
C (1.47966, -8.42488, 4.69939)
C (1.79825, -8.07852, 3.38272)
C (2.41614, -9.02917, 2.57481)
C (2.71430, -10.29241, 3.05400)
C (1.50697, -6.76174, 2.82820)
N (1.76673, -6.38464, 1.59556)
C (1.33833, -5.09284, 1.50231)
C (0.80277, -4.66791, 2.70532)
N (0.91860, -5.74827, 3.54030)
C (0.27364, -3.36499, 2.91184)
C (-0.28381, -2.89022, 4.10736)
C (-0.76769, -1.60496, 4.16423)
C (-0.68290, -0.80475, 3.02403)
N (-0.15517, -1.22687, 1.88870)
C (0.32167, -2.48815, 1.80386)
C (0.87736, -2.91828, 0.53592)
N (0.88270, -2.02927, -0.48462)
C (1.36891, -2.39880, -1.65648)
C (1.89204, -3.67040, -1.90029)
C (1.90364, -4.58787, -0.87644)
C (1.38651, -4.22146, 0.37159)
H (3.37271, -13.68758, 4.78371)
H (4.25701, -12.48866, 3.81417)
H (2.65940, -13.07460, 3.27553)
H (1.53123, -9.96092, 6.20122)
H (0.99585, -7.71598, 5.36052)
H (2.65861, -8.75485, 1.55757)
H (3.19411, -11.00591, 2.39948)
H (0.62976, -5.79863, 4.50046)
H (-0.33831, -3.53069, 4.97871)
H (-1.20765, -1.21554, 5.07077)
H (-1.05925, 0.21297, 3.02832)
H (1.33901, -1.65107, -2.44264)
H (2.27761, -3.92192, -2.87750)
H (2.29647, -5.58706, -1.00895)
S (-1.59322, 3.89963, -1.99251)
C (-0.83037, 2.63488, -1.24618)
S (0.09058, 1.49331, -2.19165)
S (-1.06001, 2.36693, 0.46351)

Orbital gap ... 0.167 hartree
Net charge ... 0
Molecular weight ... 474.6 g/mol
Energy relative to the best compared isomer or geometry (same formula, charge and spin) ... 4.7 kcal per mole

These are the Löwdin partial charges, in e, on atoms 1 to 4: atom 1 (Ca): 0.99, atom 2 (C): -0.07, atom 3 (O): -0.07, atom 4 (C): -0.28

# 2
A 3-piece molecular cluster, C21H14F3IN2O4S overall, computed with ωB97M-V/def2-TZVPD.

CARTESIAN COORDINATES (ANGSTROEM)
F (-4.46113, -3.85067, -0.49965)
C (-3.44892, -4.05262, -1.49622)
F (-3.17067, -2.89296, -2.25757)
F (-3.93756, -5.06920, -2.39141)
C (-2.16482, -4.66748, -0.73778)
C (-0.77980, -3.92258, -1.10596)
C (-0.64399, -2.46386, -0.42581)
C (-1.62798, -1.87392, 0.60368)
C (-1.30599, -0.43261, 1.20187)
C (-0.07178, 0.41508, 0.82958)
I (0.32455, 2.34653, 1.73856)
C (0.93569, -0.17285, -0.22717)
N (2.15045, 0.50051, -0.66800)
S (2.82055, -0.65104, -1.77988)
N (1.70163, -1.96744, -1.74786)
C (0.63177, -1.61845, -0.84358)
H (-2.04019, -5.75289, -1.11921)
H (-2.31798, -4.74755, 0.39001)
H (0.05146, -4.55977, -0.60644)
H (-0.56592, -3.91336, -2.22856)
H (-2.54486, -2.47098, 0.91936)
H (-2.02243, -0.01621, 1.99142)
O (4.34902, 1.40334, -2.31948)
C (5.55523, 1.52441, -2.43867)
C (6.19556, 1.55641, -3.77025)
C (7.51655, 1.68679, -3.89948)
C (8.39604, 1.80648, -2.71703)
O (9.60076, 1.92738, -2.83578)
C (7.75510, 1.77444, -1.38532)
C (6.43403, 1.64402, -1.25639)
H (5.53716, 1.46832, -4.62567)
H (8.00251, 1.71137, -4.86683)
H (8.41319, 1.86250, -0.52976)
H (5.94763, 1.61937, -0.28909)
O (-6.75779, 4.68975, 3.88614)
C (-6.00179, 3.75726, 3.69004)
C (-4.83852, 3.51392, 4.56927)
C (-4.00904, 2.49250, 4.35207)
C (-4.21820, 1.55995, 3.22484)
O (-3.46083, 0.62592, 3.02848)
C (-5.38083, 1.80272, 2.34560)
C (-6.21053, 2.82402, 2.56247)
H (-4.70018, 4.20590, 5.39074)
H (-3.15195, 2.29980, 4.98521)
H (-5.51882, 1.11050, 1.52413)
H (-7.06742, 3.01640, 1.92907)

Orbital gap ... 0.237 hartree
Net charge ... 0
Molecular weight ... 574.3 g/mol
SMILES string ... FC(F)(F)CCc1ccc(I)c2nsnc12.O=C1C=CC(=O)C=C1.O=C1C=CC(=O)C=C1

These are the Löwdin partial charges, in e, on atoms 1 to 4: atom 1 (F): 0.03, atom 2 (C): -0.38, atom 3 (F): 0.08, atom 4 (F): 0.03

# 3
C21H14F6N2O5PtS5 as an isolated structure, computed with ωB97M-V/def2-TZVPD.

CARTESIAN COORDINATES (ANGSTROEM)
Pt (0.08336, -1.65294, -0.20854)
F (0.99975, -4.65159, 0.23032)
C (2.32424, -4.64495, 0.44230)
F (2.60927, -5.54971, 1.36665)
F (2.93187, -4.96431, -0.69316)
S (2.87279, -2.96148, 0.97079)
O (2.16667, -2.07082, 0.02968)
O (4.28596, -2.97185, 0.82806)
N (2.41141, -2.87407, 2.44600)
S (1.31433, -1.94554, 3.09566)
O (0.71949, -1.00288, 2.17204)
O (1.73194, -1.48893, 4.37529)
C (-0.04454, -3.13846, 3.44349)
F (-1.02833, -2.50481, 4.07569)
F (-0.53212, -3.63224, 2.29428)
F (0.37908, -4.14888, 4.18951)
N (-1.53566, -1.95006, -0.79992)
C (-2.42948, -1.42109, -1.65281)
C (-3.67687, -2.06148, -1.79703)
C (-4.63525, -1.49036, -2.60399)
C (-4.35474, -0.29774, -3.27001)
C (-3.11519, 0.33035, -3.15557)
C (-2.15028, -0.22756, -2.35076)
H (-3.85497, -2.97795, -1.25078)
H (-5.60171, -1.96031, -2.72114)
H (-5.11732, 0.14684, -3.89706)
H (-2.91085, 1.24726, -3.69141)
H (-1.16121, 0.19678, -2.25052)
O (0.82232, 0.04355, -0.88231)
C (0.62563, 1.34050, -0.30049)
C (1.08168, 2.23499, -1.45134)
C (2.29715, 2.83161, -1.60870)
C (2.46755, 3.44019, -2.88289)
C (1.38401, 3.28240, -3.68465)
S (0.14665, 2.40669, -2.89473)
C (-0.80427, 1.67655, 0.10293)
C (-1.46943, 2.84570, -0.14171)
C (-2.72502, 2.93512, 0.52028)
C (-2.97776, 1.83959, 1.28318)
S (-1.70895, 0.69924, 1.20037)
C (1.51384, 1.53366, 0.91575)
C (1.29321, 2.30988, 2.01116)
C (2.39603, 2.31889, 2.91043)
C (3.43097, 1.55826, 2.46451)
S (3.08164, 0.82071, 0.96180)
H (3.05059, 2.84171, -0.83792)
H (3.35767, 3.97460, -3.18035)
H (1.22916, 3.65284, -4.68494)
H (-1.06407, 3.63443, -0.75611)
H (-3.39456, 3.77835, 0.43488)
H (-3.84885, 1.63106, 1.88357)
H (0.36469, 2.83574, 2.18440)
H (2.40299, 2.84614, 3.85306)
H (4.36550, 1.35637, 2.96277)

Orbital gap ... 0.208 hartree
Net charge ... 0
Molecular weight ... 843.8 g/mol
Energy relative to the best compared isomer or geometry (same formula, charge and spin) ... 6.2 kcal per mole

These are the Löwdin partial charges, in e, on atoms 1 to 4: atom 1 (Pt): 1.34, atom 2 (F): 0.10, atom 3 (C): -0.68, atom 4 (F): 0.16